1.
15
Properties=species:S:1:pos:R:3:nbo_charge:R:1 method="wB97M-V/def2-TZVPD" e_above_lowest_kcal_mol=122.6 spin_multiplicity=1
N -0.306 -1.154 1.095 -0.829
C -0.137 -0.737 -0.199 -0.073
C -1.613 -0.462 -0.739 -0.314
C -0.660 0.635 -0.523 -0.100
N -0.043 1.431 0.470 -0.435
N 1.329 0.985 0.064 -0.500
C 1.302 -0.319 -0.318 0.647
O 2.294 -0.941 -0.628 -0.574
H 0.150 -2.119 1.208 0.380
H 0.162 -0.559 1.818 0.365
H -1.880 -0.683 -1.746 0.226
H -2.290 -0.823 0.029 0.255
H -0.275 0.985 -1.453 0.186
H -0.097 2.400 0.207 0.360
H 2.064 1.360 0.717 0.406


2.
27
Properties=species:S:1:pos:R:3:nbo_charge:R:1 method="wB97M-V/def2-TZVPD" total_charge=-1 e_above_lowest_kcal_mol=13.0 spin_multiplicity=1
C 0.677 0.239 -2.742 -0.325
C 1.509 -0.199 -1.762 -0.187
C -0.636 -0.257 -2.767 -0.208
C 1.145 -0.877 -0.613 -0.306
C -1.094 -0.948 -1.690 -0.281
C -0.219 -1.269 -0.586 0.013
C 0.102 -2.535 1.530 0.724
C 0.475 3.640 0.472 -0.457
C 0.380 1.553 1.800 -0.650
C 0.169 2.330 0.512 -0.133
C -0.700 -1.842 0.613 -0.513
O 1.324 -2.655 1.578 -0.691
O -0.717 -3.192 2.520 -0.773
S -2.476 -1.822 0.807 -0.063
H 1.170 0.661 -3.569 0.192
H 2.535 0.156 -1.947 0.186
H -1.233 -0.448 -3.739 0.196
H 1.822 -1.451 0.054 0.272
H -2.146 -1.337 -1.651 0.212
H 1.108 4.207 1.151 0.176
H -2.568 -1.147 1.929 0.089
H 0.086 4.337 -0.254 0.181
H 0.677 2.224 2.521 0.194
H 1.085 0.710 1.725 0.239
H -0.632 1.006 2.000 0.224
H -0.182 1.762 -0.331 0.223
H -1.663 -2.847 2.439 0.467


3.
63
Properties=species:S:1:pos:R:3:nbo_charge:R:1 method="wB97M-V/def2-TZVPD" total_charge=-1 e_above_lowest_kcal_mol=181.9 spin_multiplicity=1
Na -0.532 0.181 -1.408 0.997
O 8.961 -5.019 5.176 -0.562
C 7.717 -5.174 5.098 0.675
O 6.737 -4.238 5.039 -0.679
B 5.414 -4.829 4.800 1.175
O 5.798 -6.269 4.739 -0.625
C 7.022 -6.450 4.671 0.675
O 7.647 -7.462 4.389 -0.582
O 4.609 -4.399 3.636 -0.666
C 3.607 -3.558 4.057 0.696
O 2.836 -2.870 3.378 -0.562
C 3.556 -3.666 5.609 0.664
O 4.520 -4.498 5.984 -0.643
O 2.833 -3.105 6.451 -0.567
O -4.546 -3.483 -1.147 -0.616
C -5.200 -3.472 -0.100 0.683
O -4.958 -2.746 0.922 -0.649
B -5.845 -3.080 2.115 1.171
O -6.446 -4.336 1.637 -0.648
C -6.237 -4.557 0.386 0.686
O -6.604 -5.516 -0.290 -0.565
O -5.075 -3.107 3.409 -0.628
C -5.660 -2.217 4.199 0.657
O -5.272 -1.927 5.375 -0.554
C -6.727 -1.476 3.424 0.668
O -6.757 -1.940 2.241 -0.635
O -7.431 -0.534 3.798 -0.569
C -4.247 3.721 -6.831 -0.618
C -2.813 3.647 -6.353 0.101
C -2.416 4.900 -5.530 -0.623
O -2.856 2.409 -5.648 -0.746
H -4.221 4.453 -7.639 0.195
H -4.933 4.136 -6.093 0.216
H -4.568 2.780 -7.277 0.204
H -2.133 3.662 -7.205 0.154
H -3.002 4.996 -4.616 0.212
H -2.702 5.745 -6.156 0.218
H -1.360 4.900 -5.260 0.213
H -3.064 1.667 -6.220 0.473
C 6.006 1.478 -5.156 -0.636
C 5.068 0.354 -4.555 0.105
C 6.011 -0.819 -4.153 -0.648
O 4.380 0.991 -3.535 -0.722
H 6.837 1.744 -4.503 0.200
H 5.469 2.421 -5.262 0.210
H 6.417 1.193 -6.124 0.205
H 4.366 0.032 -5.324 0.174
H 5.487 -1.764 -4.015 0.214
H 6.578 -0.670 -3.234 0.212
H 6.728 -1.052 -4.941 0.218
H 4.993 1.178 -2.820 0.468
C -3.098 4.333 2.569 -0.633
C -1.715 4.355 3.319 0.104
C -1.761 3.460 4.582 -0.636
O -0.769 3.728 2.411 -0.754
H -3.446 3.332 2.317 0.215
H -2.994 4.830 1.604 0.209
H -3.867 4.677 3.260 0.219
H -1.299 5.355 3.437 0.166
H -2.399 3.782 5.405 0.218
H -0.722 3.415 4.908 0.203
H -2.035 2.436 4.331 0.226
H 0.115 3.941 2.719 0.463


4.
17
Properties=species:S:1:pos:R:3:nbo_charge:R:1 method="wB97M-V/def2-TZVPD" total_charge=-1 e_above_lowest_kcal_mol=1.2 spin_multiplicity=1
N -3.515 0.035 -1.673 -0.916
C -2.111 0.250 -1.826 0.871
O -1.394 -0.578 -1.199 -0.848
O -1.781 1.231 -2.505 -0.780
H -4.088 0.375 -2.425 0.355
H -3.787 -0.871 -1.338 0.356
C 2.648 -0.097 1.651 -0.644
C 1.355 0.004 0.888 0.195
C 0.391 0.868 1.253 -0.550
N 1.262 -0.789 -0.243 -0.848
H 3.493 0.035 0.969 0.202
H 2.776 -1.068 2.137 0.195
H 2.657 0.676 2.417 0.208
H -0.564 0.849 0.748 0.236
H 0.611 1.555 2.059 0.170
H 1.694 -1.691 -0.186 0.345
H 0.353 -0.784 -0.728 0.452


5.
35
Properties=species:S:1:pos:R:3:nbo_charge:R:1 method="wB97M-V/def2-TZVPD" e_above_lowest_kcal_mol=15.9 spin_multiplicity=1
C -1.611 0.154 -0.548 -0.185
C -0.981 -1.261 0.041 -0.400
C -0.361 0.922 -0.658 -0.412
C -2.822 0.659 0.266 -0.645
C -1.705 -2.403 -0.536 -0.619
C -1.047 -1.382 1.571 -0.601
C -0.029 1.678 0.565 -0.623
C -0.544 1.684 -1.918 -0.604
C 4.117 0.182 0.484 -0.614
C 2.896 0.045 -0.435 -0.239
N 1.783 -0.583 0.235 -0.984
O 0.717 -1.424 -2.113 -1.075
P 0.526 -0.703 -0.867 2.112
H -1.789 -0.188 -1.573 0.212
H -2.698 0.739 1.396 0.219
H -3.751 0.025 0.077 0.230
H -2.881 1.683 -0.190 0.220
H -1.463 -3.436 -0.011 0.219
H -1.564 -2.250 -1.616 0.232
H -2.854 -2.204 -0.431 0.196
H -0.450 -2.374 1.815 0.207
H -2.068 -1.451 1.993 0.212
H -0.692 -0.570 2.080 0.203
H -0.485 1.155 1.441 0.216
H -0.290 2.768 0.641 0.222
H 1.069 1.617 0.719 0.232
H 0.423 2.191 -2.175 0.210
H -1.126 2.601 -1.697 0.207
H -1.018 1.039 -2.667 0.223
H 4.638 -0.764 0.607 0.218
H 4.896 0.735 -0.137 0.215
H 3.856 0.709 1.303 0.214
H 2.437 1.022 -0.917 0.183
H 2.933 -0.503 -1.380 0.206
H 2.039 -1.568 0.602 0.394


6.
14
Properties=species:S:1:pos:R:3:nbo_charge:R:1 method="wB97M-V/def2-TZVPD" e_above_lowest_kcal_mol=87.5 spin_multiplicity=1
C 1.131 0.002 0.652 -0.642
C -0.505 0.012 0.626 0.181
C -1.124 -0.006 -0.827 -0.671
O -0.804 -1.561 1.043 -0.759
C -0.890 1.588 1.221 0.436
O -1.035 2.446 0.429 -0.501
H 1.482 -0.310 -0.331 0.229
H 1.644 -0.552 1.570 0.242
H 1.331 1.111 0.950 0.203
H -0.999 1.058 -1.174 0.243
H -2.270 -0.151 -0.697 0.210
H -0.806 -0.888 -1.402 0.235
H -1.634 -1.646 1.466 0.460
H -0.973 1.723 2.387 0.135


7.
72
Properties=species:S:1:pos:R:3:mulliken_charge:R:1 method="wB97M-V/def2-TZVPD" total_charge=+1 e_above_lowest_kcal_mol=28.7 spin_multiplicity=3
Ti 0.215 -0.245 0.084 -1.441
P -1.089 -1.623 -1.486 0.796
P 1.863 0.864 1.538 1.809
N 0.286 -1.743 1.234 0.387
C -1.521 -2.826 -0.150 -0.939
H -2.504 -2.537 0.258 0.471
H -1.646 -3.817 -0.606 0.579
C -0.508 -2.939 1.003 -1.280
H -1.053 -3.195 1.931 0.340
H 0.171 -3.796 0.824 0.400
C 1.203 -1.849 2.352 -0.804
H 1.827 -2.755 2.225 0.385
H 0.619 -2.040 3.274 0.298
C 2.130 -0.639 2.577 -1.529
H 3.169 -0.962 2.406 0.513
H 2.059 -0.338 3.633 0.553
C 1.431 2.189 2.766 0.214
C 0.200 1.821 3.596 -1.429
H 0.303 0.857 4.106 0.343
H -0.705 1.795 2.978 0.171
H 0.058 2.592 4.367 0.499
C 3.560 1.253 0.927 0.580
C 3.524 2.228 -0.251 -1.267
H 4.556 2.435 -0.566 0.462
H 3.058 3.185 0.016 0.179
H 2.988 1.803 -1.106 0.151
C -0.218 -2.561 -2.823 0.956
C -0.087 -1.724 -4.102 -1.537
H 0.518 -2.283 -4.829 0.489
H 0.422 -0.771 -3.915 0.304
H -1.059 -1.525 -4.572 0.256
C -2.737 -1.040 -2.095 0.692
C -2.618 0.308 -2.816 -1.103
H -3.603 0.584 -3.217 0.469
H -1.907 0.267 -3.652 0.190
H -2.300 1.106 -2.133 0.052
C 3.184 -0.841 -2.510 -0.082
C 4.509 1.713 2.035 -1.560
H 4.644 0.951 2.811 0.333
H 5.495 1.913 1.594 0.468
H 4.165 2.642 2.510 0.295
C -0.780 -3.955 -3.098 -1.513
H -0.179 -4.423 -3.888 0.454
H -0.723 -4.602 -2.216 0.392
H -1.819 -3.922 -3.447 0.217
C -3.511 -2.071 -2.921 -1.748
H -4.534 -1.696 -3.065 0.476
H -3.077 -2.215 -3.920 0.293
H -3.592 -3.043 -2.418 0.394
C 1.229 3.545 2.088 -1.461
H 0.428 3.498 1.336 0.187
H 0.927 4.277 2.850 0.477
H 2.140 3.925 1.610 0.230
H 2.306 2.240 3.434 0.745
H -3.299 -0.875 -1.158 0.399
H 3.908 0.277 0.548 0.367
H 0.796 -2.682 -2.402 0.166
O 2.292 -0.459 -1.796 -0.826
H 3.755 -1.720 -2.723 0.341
H 3.896 -0.577 -3.285 0.418
N -4.977 4.580 2.232 -0.458
C -4.221 3.761 1.870 -0.356
C -3.283 2.752 1.435 0.425
C -3.404 1.430 1.872 -0.679
C -2.471 0.488 1.467 -0.566
N -1.450 0.834 0.644 1.182
C -1.338 2.106 0.178 -0.739
C -2.236 3.086 0.573 -0.522
H -4.220 1.131 2.528 0.525
H -2.510 -0.557 1.787 0.423
H -0.527 2.306 -0.535 0.541
H -2.124 4.106 0.204 0.553


8.
97
Properties=species:S:1:pos:R:3:mulliken_charge:R:1 method="wB97M-V/def2-TZVPD" spin_multiplicity=1
N 1.950 -3.726 -2.150 -0.548
C 2.800 -2.551 -2.138 -1.149
C 2.891 -1.676 -0.852 1.534
S 2.637 -2.579 0.698 -0.145
C 4.328 -1.158 -0.737 -1.625
O 4.520 -0.540 0.536 -0.152
O 5.594 -1.176 1.221 -0.362
O 2.071 -0.479 -0.950 -0.344
C 0.790 -0.685 -1.290 0.312
O -0.001 -1.379 -0.733 -0.324
I 0.204 0.423 -3.011 0.066
H 1.028 -3.538 -1.777 0.230
H 2.381 -4.469 -1.619 0.320
H 2.567 -1.911 -2.991 0.369
H 3.814 -2.914 -2.307 0.458
H 1.685 -3.460 0.370 0.084
H 5.016 -1.996 -0.800 0.616
H 4.520 -0.411 -1.510 0.336
H 5.262 -2.071 1.403 0.293
C 3.451 -0.010 5.105 -1.198
C 3.560 -1.289 4.300 -0.011
O 3.909 -2.423 5.117 -0.291
P 2.802 -3.128 6.001 0.995
O 1.668 -3.651 5.234 -0.713
O 3.670 -4.390 6.517 -0.298
C 3.170 -5.723 6.425 -0.260
C 3.761 -6.441 5.231 -1.141
O 2.843 -2.266 7.324 -0.284
C 2.048 -2.674 8.463 -0.348
C 2.894 -3.433 9.466 -0.938
H 2.603 -0.042 5.790 0.299
H 3.320 0.842 4.437 0.421
H 4.349 0.141 5.705 0.274
H 2.632 -1.496 3.763 0.250
H 4.355 -1.193 3.563 0.152
H 2.080 -5.728 6.380 0.370
H 3.462 -6.229 7.348 0.324
H 3.583 -5.876 4.316 0.235
H 3.325 -7.435 5.123 0.372
H 4.841 -6.547 5.348 0.299
H 1.189 -3.262 8.135 0.323
H 1.668 -1.756 8.908 0.365
H 2.995 -4.482 9.190 0.159
H 2.431 -3.392 10.452 0.387
H 3.895 -3.009 9.517 0.283
C -8.741 -1.089 1.032 -0.966
C -7.883 -2.257 0.590 -0.324
O -6.637 -1.834 0.015 -0.321
P -5.449 -1.367 0.958 0.953
O -5.018 -2.387 1.917 -0.724
O -4.298 -1.204 -0.155 -0.313
C -2.999 -1.785 0.015 0.068
C -2.877 -3.069 -0.775 -1.200
O -5.788 0.165 1.158 -0.289
C -4.847 1.007 1.866 -0.331
C -3.980 1.783 0.894 -0.842
H -8.291 -0.563 1.875 0.254
H -9.728 -1.440 1.336 0.403
H -8.853 -0.369 0.221 0.252
H -7.690 -2.939 1.422 0.308
H -8.392 -2.822 -0.190 0.291
H -2.782 -1.953 1.070 0.352
H -2.282 -1.055 -0.353 0.075
H -3.673 -3.765 -0.507 0.372
H -1.913 -3.543 -0.589 0.261
H -2.964 -2.866 -1.844 0.297
H -4.243 0.409 2.551 0.324
H -5.446 1.690 2.466 0.370
H -3.143 1.184 0.540 0.066
H -3.571 2.669 1.382 0.398
H -4.561 2.084 0.023 0.278
C 3.303 6.938 -6.814 -0.972
C 2.879 6.053 -5.659 -0.305
O 1.463 6.107 -5.419 -0.312
P 0.470 5.299 -6.352 0.941
O 0.717 3.853 -6.376 -0.691
O -0.896 5.554 -5.531 -0.312
C -1.764 4.472 -5.191 -0.276
C -1.556 4.046 -3.755 -1.068
O 0.228 6.323 -7.529 -0.283
C -0.748 6.012 -8.554 -0.336
C -2.064 6.709 -8.275 -0.935
H 2.918 6.562 -7.763 0.256
H 4.391 6.977 -6.879 0.405
H 2.917 7.949 -6.682 0.250
H 3.184 5.017 -5.825 0.295
H 3.347 6.392 -4.736 0.297
H -1.620 3.630 -5.869 0.356
H -2.785 4.833 -5.331 0.316
H -0.509 3.803 -3.569 0.206
H -2.167 3.173 -3.519 0.360
H -1.827 4.852 -3.071 0.291
H -0.876 4.931 -8.639 0.319
H -0.323 6.367 -9.491 0.368
H -2.668 6.151 -7.562 0.160
H -2.639 6.804 -9.196 0.386
H -1.888 7.698 -7.854 0.283


9.
5
Properties=species:S:1:pos:R:3:nbo_charge:R:1 method="wB97M-V/def2-TZVPD" e_above_lowest_kcal_mol=38.4 spin_multiplicity=1
O 0.893 0.383 0.919 -0.952
P 0.450 0.833 -0.522 0.979
I -2.531 -0.489 0.169 -0.467
H 0.550 -0.491 0.989 0.517
H 0.638 -0.236 -1.556 -0.076


10.
77
Properties=species:S:1:pos:R:3:mulliken_charge:R:1 method="wB97M-V/def2-TZVPD" e_above_lowest_kcal_mol=192.7 spin_multiplicity=1
C 4.805 0.117 -0.948 -0.506
C 3.543 0.015 -0.238 -0.691
C 2.638 1.236 0.222 0.573
C 1.237 1.415 -0.515 -0.703
C 0.300 2.595 -0.149 0.658
C -1.092 2.719 -0.944 -0.829
C -2.357 3.052 0.019 -0.920
C -3.704 2.292 -0.385 0.593
F -4.785 3.196 -0.029 -0.334
F -3.782 2.172 -1.812 -0.289
C -4.004 0.935 0.410 0.497
F -5.339 0.532 0.020 -0.307
F -4.109 1.203 1.823 -0.280
C -3.053 -0.310 0.075 0.593
F -3.886 -1.489 0.189 -0.325
F -2.530 -0.341 -1.241 -0.245
C -1.827 -0.547 1.092 0.609
F -0.748 -1.090 0.305 -0.235
F -2.171 -1.576 2.009 -0.236
F -1.312 0.617 1.695 -0.144
C 0.679 3.664 0.939 0.475
N -0.076 4.819 1.361 -0.568
S 0.882 5.578 2.574 0.166
N 2.219 4.499 2.615 -0.504
C 2.063 3.423 1.660 0.581
C 3.041 2.230 1.330 -0.766
H 5.769 -0.057 -0.356 0.240
H 4.917 0.324 -2.074 0.245
H 3.148 -1.042 -0.029 0.326
H 0.926 0.671 -1.319 0.277
H -0.945 3.593 -1.691 0.428
H -1.229 1.784 -1.585 0.362
H -2.094 2.972 1.145 0.421
H -2.568 4.180 -0.144 0.420
H 4.030 2.157 1.904 0.403
C -5.326 -3.560 -1.731 -0.826
N -5.920 -4.585 -2.629 0.839
O -7.098 -4.852 -2.473 -0.517
O -5.177 -5.088 -3.462 -0.485
H -6.095 -3.203 -1.048 0.349
H -4.513 -4.034 -1.183 0.306
H -4.959 -2.747 -2.358 0.323
C 4.857 7.556 1.822 -0.710
N 3.493 7.349 1.269 0.839
O 2.637 8.175 1.562 -0.513
O 3.330 6.366 0.561 -0.449
H 4.857 8.460 2.427 0.301
H 5.101 6.684 2.429 0.255
H 5.541 7.655 0.979 0.285
C 3.398 2.518 5.452 -0.759
N 4.486 2.294 4.465 0.916
O 5.367 3.135 4.401 -0.521
O 4.417 1.278 3.787 -0.493
H 3.589 3.452 5.978 0.301
H 2.460 2.571 4.899 0.270
H 3.403 1.677 6.144 0.295
C -5.109 -5.546 -6.626 -0.464
N -4.723 -4.577 -7.685 0.863
O -4.103 -5.011 -8.644 -0.526
O -5.055 -3.415 -7.516 -0.530
H -4.751 -6.535 -6.907 0.299
H -4.647 -5.219 -5.696 0.099
H -6.196 -5.537 -6.552 0.275
C -2.612 -6.639 -3.107 -0.680
N -1.734 -7.742 -2.634 0.867
O -2.267 -8.674 -2.053 -0.519
O -0.540 -7.631 -2.862 -0.527
H -3.641 -6.869 -2.837 0.316
H -2.281 -5.723 -2.620 0.275
H -2.503 -6.574 -4.189 0.267
C 5.755 -1.670 4.802 -0.669
N 6.878 -1.427 3.859 0.932
O 7.785 -0.704 4.242 -0.528
O 6.810 -1.971 2.769 -0.538
H 5.948 -1.127 5.726 0.280
H 4.844 -1.309 4.326 0.213
H 5.707 -2.742 4.988 0.306


Listing total energy for the structures above in their given order: -10774.43300; -26547.35211; -62699.82468; -11371.11216; -23551.61806; -8369.48545; -72735.18680; -104730.53007; -19468.00932; -92933.88370 eV.
Listing largest force on an atom for the structures above in their given order: 5.25; 3.97; 5.95; 0.64; 5.82; 4.16; 5.08; 3.64; 2.90; 5.03 eV Å⁻¹.